(1)
DFT (wB97M-V/def2-TZVPD) results for an isolated molecule of C24H29N3O5.

Structure (ORCA input):
```
! wB97M-V def2-TZVPD RIJCOSX def2/J DEFGRID3
* xyz 0 1
C 2.868 2.493 -2.685
O 1.799 1.592 -2.549
C 2.061 0.346 -2.056
C 3.297 -0.092 -1.613
C 3.461 -1.382 -1.124
C 2.385 -2.248 -1.055
C 2.525 -3.639 -0.496
C 3.144 -3.635 0.909
N 2.680 -2.506 1.691
C 3.558 -1.611 2.266
O 4.756 -1.688 2.192
C 2.738 -0.577 3.006
C 1.310 -0.783 2.503
N 0.983 0.232 1.531
C -0.316 0.469 1.081
C -0.509 1.477 0.138
C -1.770 1.821 -0.299
C -2.905 1.165 0.183
N -4.196 1.413 -0.292
C -4.402 2.315 -1.407
C -4.553 3.768 -0.938
O -5.610 3.884 -0.008
C -5.404 3.033 1.098
C -5.278 1.566 0.662
C -2.703 0.145 1.117
C -1.441 -0.194 1.563
C 1.352 -2.177 1.863
O 0.420 -2.856 1.520
C 1.136 -1.807 -1.488
C 0.957 -0.534 -1.999
O -0.219 -0.042 -2.471
C -1.364 -0.854 -2.376
H 3.316 2.743 -1.716
H 3.645 2.102 -3.351
H 2.439 3.393 -3.123
H 4.154 0.562 -1.647
H 4.439 -1.695 -0.794
H 1.538 -4.099 -0.450
H 3.158 -4.247 -1.146
H 2.890 -4.562 1.430
H 4.232 -3.538 0.867
H 3.110 0.428 2.809
H 2.829 -0.765 4.077
H 0.563 -0.741 3.300
H 1.683 0.348 0.809
H 0.346 2.000 -0.262
H -1.850 2.610 -1.029
H -3.590 2.217 -2.126
H -5.336 2.012 -1.896
H -4.809 4.425 -1.771
H -3.615 4.113 -0.476
H -6.266 3.174 1.753
H -4.487 3.329 1.633
H -5.111 0.942 1.537
H -6.209 1.255 0.174
H -3.544 -0.421 1.485
H -1.342 -1.009 2.262
H 0.298 -2.481 -1.414
H -1.263 -1.761 -2.982
H -1.578 -1.126 -1.338
H -2.184 -0.252 -2.762
*
```

SMILES   COc1ccc(CCN2C(=O)C[C@@H](Nc3ccc(N4CCOCC4)cc3)C2=O)cc1OC
Highest occupied orbital energy   -7.01 eV
Calculated total energy   -1472.42153 a.u.
F_max   0.012 hartree/bohr

Löwdin population analysis, charges in e, atoms 1 to 5: C -0.08; O -0.08; C -0.22; C -0.01; C -0.04


(2)
DFT (wB97M-V/def2-TZVPD) results for an isolated molecule of C24H29N3O5S at a distorted geometry.

Structure (ORCA input):
```
! wB97M-V def2-TZVPD RIJCOSX def2/J DEFGRID3
* xyz 0 1
C 1.378 -4.544 1.311
O 0.597 -4.027 0.261
C -0.486 -3.260 0.572
C -0.851 -2.888 1.860
C -1.977 -2.103 2.052
C -2.749 -1.696 0.983
C -2.391 -2.070 -0.310
C -3.209 -1.580 -1.478
N -2.972 -0.162 -1.671
C -2.309 0.323 -2.733
O -2.040 -0.315 -3.729
C -1.900 1.794 -2.568
N -1.198 1.992 -1.313
C -0.118 1.145 -0.998
C -0.040 0.510 0.235
C 1.069 -0.253 0.553
C 2.110 -0.427 -0.347
C 3.310 -1.268 0.010
C 3.445 -2.453 -0.948
C 4.585 -0.421 0.014
C 2.007 0.190 -1.588
C 0.918 0.973 -1.912
S -2.092 2.666 -0.076
O -2.802 3.767 -0.652
O -2.886 1.687 0.625
C -0.821 3.291 0.969
C -0.515 3.061 2.341
C -1.207 2.150 3.282
N 0.514 3.788 2.681
O 0.907 4.497 1.591
C 0.111 4.211 0.561
C 0.320 4.848 -0.755
C -1.259 -2.835 -0.509
H 2.150 -5.147 0.836
H 0.785 -5.177 1.979
H 1.852 -3.747 1.892
H -0.274 -3.199 2.717
H -2.252 -1.813 3.056
H -3.622 -1.083 1.145
H -4.276 -1.739 -1.290
H -2.923 -2.083 -2.403
H -3.107 0.421 -0.852
H -2.778 2.442 -2.542
H -1.272 2.084 -3.414
H -0.857 0.585 0.931
H 1.111 -0.731 1.521
H 3.161 -1.660 1.022
H 2.523 -3.029 -0.966
H 4.259 -3.102 -0.631
H 3.655 -2.111 -1.958
H 4.482 0.417 0.699
H 4.791 -0.030 -0.979
H 5.435 -1.023 0.328
H 2.792 0.066 -2.319
H 0.865 1.444 -2.880
H -0.606 1.254 3.433
H -1.330 2.637 4.246
H -2.173 1.866 2.874
H 0.917 4.195 -1.391
H -0.647 5.004 -1.229
H 0.843 5.793 -0.632
H -0.953 -3.124 -1.502
*
```

SMILES   COc1cccc(CNC(=O)CN(c2ccc(C(C)C)cc2)S(=O)(=O)c2c(C)noc2C)c1
Highest occupied orbital energy   -8.61 eV
Calculated total energy   -1870.57214 a.u.
F_max   0.028 hartree/bohr

Löwdin population analysis, charges in e, atoms 1 to 5: C -0.09; O -0.10; C -0.28; C -0.04; C -0.08


(3)
DFT (wB97M-V/def2-TZVPD) results for an isolated molecule of C24H29N3O7S at a distorted geometry.

Structure (ORCA input):
```
! wB97M-V def2-TZVPD RIJCOSX def2/J DEFGRID3
* xyz 0 1
C 2.573 -2.554 0.184
O 2.590 -1.659 -0.915
C 2.889 -0.349 -0.704
C 3.261 0.174 0.530
C 3.519 1.526 0.668
C 3.406 2.380 -0.416
C 3.027 1.871 -1.642
C 2.781 0.514 -1.810
C 2.308 0.050 -3.141
O 1.548 0.715 -3.829
N 2.806 -1.140 -3.562
C 2.251 -1.816 -4.717
C 1.058 -2.615 -4.203
O 1.134 -3.666 -3.630
O -0.073 -1.923 -4.384
C -1.221 -2.331 -3.650
C -1.312 -1.555 -2.326
O -1.854 -2.014 -1.348
N -0.755 -0.324 -2.411
C -0.489 0.542 -1.347
C -0.381 1.907 -1.602
C -0.064 2.784 -0.581
C 0.160 2.311 0.701
C 0.064 0.953 0.938
S 0.377 0.320 2.585
O 1.162 1.286 3.297
O 0.901 -1.013 2.464
N -1.100 0.206 3.325
C -1.695 1.462 3.719
C -2.797 1.989 2.795
C -4.173 1.428 3.151
C -4.343 -0.053 2.823
C -3.301 -0.966 3.468
C -1.931 -0.864 2.804
C -0.265 0.062 -0.060
H 3.586 -2.719 0.566
H 2.180 -3.486 -0.219
H 1.930 -2.195 0.991
H 3.326 -0.464 1.395
H 3.793 1.907 1.639
H 3.603 3.434 -0.303
H 2.913 2.516 -2.501
H 3.265 -1.725 -2.878
H 1.920 -1.060 -5.431
H 3.002 -2.476 -5.152
H -1.176 -3.401 -3.427
H -2.095 -2.115 -4.269
H -0.390 -0.017 -3.310
H -0.519 2.267 -2.609
H 0.022 3.840 -0.789
H 0.438 2.965 1.511
H -0.861 2.164 3.768
H -2.094 1.356 4.734
H -2.832 3.076 2.895
H -2.552 1.761 1.756
H -4.936 1.991 2.608
H -4.349 1.584 4.218
H -4.303 -0.190 1.739
H -5.337 -0.363 3.155
H -3.640 -1.998 3.356
H -3.216 -0.760 4.535
H -2.076 -0.757 1.720
H -1.358 -1.779 2.973
H -0.304 -0.993 0.153
*
```

SMILES   COc1ccccc1C(=O)NCC(=O)OCC(=O)Nc1cccc(S(=O)(=O)N2CCCCCC2)c1
Highest occupied orbital energy   -8.50 eV
Calculated total energy   -2021.13622 a.u.
F_max   0.021 hartree/bohr

Löwdin population analysis, charges in e, atoms 1 to 5: C -0.05; O -0.10; C -0.22; C -0.02; C -0.06


(4)
DFT (wB97M-V/def2-TZVPD) results for a structure of composition C24H29N4O6RbS2 at a distorted geometry.

Structure (ORCA input):
```
! wB97M-V def2-TZVPD RIJCOSX def2/J DEFGRID3
* xyz -2 1
Rb 0.676 0.779 0.563
C 5.235 1.116 0.160
C 3.945 1.912 -0.041
O 2.928 1.302 -0.326
C 4.004 3.356 0.091
C 5.209 4.045 -0.049
C 5.278 5.419 -0.021
C 4.098 6.148 0.171
C 2.908 5.516 0.362
C 2.772 4.084 0.339
O 1.660 3.549 0.538
H 4.962 0.066 0.238
H 5.760 1.428 1.058
H 5.888 1.239 -0.702
H 6.116 3.482 -0.233
H 6.222 5.933 -0.161
H 4.131 7.233 0.156
H 2.002 6.089 0.519
O -1.386 -2.436 2.924
S -0.806 -1.463 2.017
O -1.822 -0.644 1.355
O 0.215 -0.625 2.643
O -0.119 -2.295 0.807
C -3.543 5.305 -0.838
C -3.439 4.151 0.168
N -3.813 2.864 -0.368
C -5.203 2.490 -0.321
C -5.895 2.696 -1.676
C -2.861 2.055 -0.965
C -3.192 0.612 -1.182
N -1.707 2.429 -1.330
H -3.163 6.228 -0.400
H -4.576 5.475 -1.136
H -2.966 5.071 -1.729
H -4.085 4.372 1.024
H -2.413 4.074 0.539
H -5.699 3.105 0.437
H -5.296 1.446 -0.012
H -5.911 3.751 -1.933
H -6.920 2.329 -1.653
H -5.349 2.169 -2.455
H -4.213 0.415 -1.493
H -2.982 0.096 -0.241
H -2.501 0.215 -1.924
H -1.460 3.393 -1.132
S 2.371 -6.558 0.570
C 2.008 -4.810 0.170
C 1.528 -4.033 1.155
C 1.327 -2.567 0.901
N 1.966 -2.057 -0.263
C 2.373 -2.904 -1.170
C 2.416 -4.289 -1.067
C 0.743 -7.250 0.585
C 0.117 -7.615 -0.604
C -1.097 -8.268 -0.537
N -1.710 -8.576 0.600
C -1.134 -8.171 1.726
C 0.082 -7.517 1.782
H 1.232 -4.400 2.124
H 1.649 -1.990 1.780
H 2.786 -2.446 -2.066
H 2.843 -4.901 -1.845
H 0.587 -7.400 -1.551
H -1.610 -8.593 -1.437
H -1.679 -8.407 2.633
H 0.513 -7.223 2.727
*
```

Highest occupied orbital energy   -0.97 eV
Calculated total energy   -2422.93764 a.u.
F_max   0.031 hartree/bohr

Löwdin population analysis, charges in e, atoms 1 to 5: Rb 1.10; C -0.02; C -0.41; O -0.16; C -0.11


no.,HOMO-LUMO gap (eV)
1,7.74
2,9.20
3,9.08
4,4.90